w:
Formula: C3H9NO2
Source: the Open Molecules 2025 dataset
Level of theory: ωB97M-V/def2-TZVPD

Results
**HOMO (spin up / spin down)**: -14.58 / -14.58 eV
**Total charge**: +1
**Gap between HOMO and LUMO (spin up / spin down)**: 9.928 / 5.342 eV
**2S+1**: 2
**Molar mass**: 91.11 g/mol

Geometry (Å):
O1 1.05994 1.34762 0.18468
C1 0.85102 0.38117 -0.45646
C2 -0.54836 -0.35183 -0.58834
C3 -1.63962 0.49341 0.14107
N1 -0.81206 -0.43351 -1.97438
H1 1.70815 -0.15296 -0.89346
H2 -0.47476 -1.35795 -0.19101
H3 -2.60285 0.01682 -0.00444
H4 -1.66565 1.49978 -0.30370
H5 -1.23273 0.66608 1.13261
H6 -1.47759 -1.16628 -2.25805
H7 -1.14524 0.41558 -2.43841
H8 2.93653 -0.20591 3.21075
H9 2.56010 -0.31768 1.81276
O2 2.48312 -0.83434 2.62637

x:
Formula: C3H9NO2
Source: the Open Molecules 2025 dataset
Level of theory: ωB97M-V/def2-TZVPD

Results
**HOMO (spin up / spin down)**: -15.53 / -14.72 eV
**Total charge**: +1
**Gap between HOMO and LUMO (spin up / spin down)**: 12.518 / 4.917 eV
**2S+1**: 2
**Molar mass**: 91.11 g/mol

Geometry (Å):
C1 1.60409 -0.01947 1.98115
C2 1.05252 -0.08162 0.59312
O1 0.26438 0.75915 0.16456
N1 1.33441 -1.11789 -0.18826
H1 0.77987 0.09591 2.67076
H2 2.11250 0.96091 2.05165
H3 0.99803 -1.02080 -1.13559
H4 2.22206 -1.61535 -0.14372
H5 2.33688 -0.75909 2.25912
C3 -2.41228 0.66302 -1.41647
O2 -1.61488 -0.47288 -1.46876
H6 -0.71125 -0.26277 -1.18598
H7 -3.15855 0.59219 -2.20233
H8 -2.94552 0.67866 -0.44084
H9 -1.86225 1.60003 -1.53842

What should be chosen as the most stable of them? Choose x.

w:
Formula: C6H24O6
Source: the Open Molecules 2025 dataset
Level of theory: ωB97M-V/def2-TZVPD

Results
**HOMO**: -9.98 eV
**Gap between HOMO and LUMO**: 10.576 eV
**Molar mass**: 192.25 g/mol

Geometry (Å):
C1 1.40772 -2.63561 -2.13169
O1 1.89976 -1.31653 -2.26187
H1 0.68269 -2.72335 -1.31760
H2 0.86462 -2.87579 -3.04650
H3 2.20678 -3.36395 -1.97437
H4 2.08457 -0.94869 -1.39219
C2 0.85517 -3.74095 2.14563
O2 1.79721 -3.49768 1.12157
H5 0.57007 -4.79856 2.21002
H6 1.20340 -3.40707 3.12746
H7 -0.05270 -3.19587 1.88932
H8 2.62867 -3.92693 1.34024
C3 0.77416 3.40568 3.29199
O3 1.08193 3.45008 1.90642
H9 -0.30414 3.43875 3.47060
H10 1.17761 2.48271 3.70047
H11 1.24404 4.23009 3.83698
H12 0.82473 4.32229 1.59467
C4 -0.01539 -0.16704 0.36636
O4 1.08428 0.70824 0.56099
H13 -0.66081 0.18063 -0.44485
H14 0.36760 -1.16684 0.17683
H15 -0.60837 -0.24664 1.28720
H16 0.72585 1.56506 0.81802
C5 -4.30325 -0.50702 -1.33188
O5 -4.84071 -1.79879 -1.17326
H17 -3.70879 -0.40122 -2.25183
H18 -5.07196 0.26993 -1.37371
H19 -3.60838 -0.25350 -0.53210
H20 -5.67183 -1.83739 -1.65488
C6 0.93215 3.19733 -1.63067
O6 0.68881 3.48529 -3.00497
H21 0.08747 2.61753 -1.24658
H22 1.85784 2.64366 -1.49420
H23 0.95383 4.14482 -1.09865
H24 0.84533 2.66729 -3.48296

x:
Formula: C6H24O6
Source: the Open Molecules 2025 dataset
Level of theory: ωB97M-V/def2-TZVPD

Results
**HOMO**: -9.80 eV
**Gap between HOMO and LUMO**: 10.420 eV
**Molar mass**: 192.25 g/mol

Geometry (Å):
C1 1.61160 15.42787 2.83443
O1 1.63068 14.63732 3.98486
H1 2.15584 14.88947 2.08749
H2 0.66102 15.60991 2.42702
H3 2.21806 16.33848 2.90417
H4 2.16066 13.86390 3.76371
C2 -3.90749 16.13284 2.17271
O2 -2.63699 15.52922 2.13874
H5 -3.80328 17.16802 1.88651
H6 -4.63691 15.61331 1.51912
H7 -4.36756 16.07749 3.21924
H8 -2.53120 14.77597 2.71185
C3 -2.33752 9.44961 5.27550
O3 -1.22614 10.07241 5.95958
H9 -2.09738 9.29924 4.24300
H10 -2.44330 8.56964 5.86081
H11 -3.23251 10.06286 5.31422
H12 -1.06224 10.97132 5.66299
C4 -0.85199 18.44911 3.48110
O4 -2.03901 18.20228 4.26764
H13 0.01726 18.05335 3.96101
H14 -0.97539 17.92147 2.53848
H15 -0.70077 19.58012 3.38513
H16 -1.99222 18.65904 5.10692
C5 1.88829 12.39911 6.13949
O5 2.16020 11.81697 4.90004
H17 1.36867 13.37313 5.96880
H18 1.26672 11.78325 6.83951
H19 2.89252 12.56648 6.66704
H20 2.59306 10.99876 5.07950
C6 -0.70905 12.58226 3.14090
O6 -1.04792 13.49489 4.14079
H21 -1.54331 11.95506 2.94299
H22 -0.40543 13.07265 2.23512
H23 0.08074 11.91792 3.52024
H24 -0.23316 14.00874 4.25046

What should be chosen as the most stable of them? Choose w.

w:
Formula: CH3N2O2
Source: the Open Molecules 2025 dataset
Level of theory: ωB97M-V/def2-TZVPD

Results
**HOMO (spin up / spin down)**: -14.36 / -15.11 eV
**Total charge**: +1
**Gap between HOMO and LUMO (spin up / spin down)**: 7.517 / 8.919 eV
**Molar mass**: 75.05 g/mol

Geometry (Å):
C1 0.41501 -0.81402 0.14690
N1 -0.77328 -1.02067 -0.09455
N2 0.59878 1.71114 -0.01685
O1 1.49239 2.01526 -0.62620
O2 -0.37308 1.89583 0.51870
H1 1.19365 -1.64694 0.25529
H2 -1.22587 -1.95345 -0.06767
H3 -1.32760 -0.18715 -0.11562

x:
Formula: CH3N2O2
Source: the Open Molecules 2025 dataset
Level of theory: ωB97M-V/def2-TZVPD

Results
**HOMO**: -17.21 eV
**Total charge**: +1
**Gap between HOMO and LUMO**: 10.265 eV
**Molar mass**: 75.05 g/mol

Geometry (Å):
N1 -0.90433 -0.18480 0.78680
N2 -0.37155 -0.25851 -0.37662
O1 -0.85693 -0.77911 -1.32170
C1 1.12655 0.46190 -0.53165
O2 1.66557 0.83534 0.41234
H1 -0.28007 0.22313 1.50026
H2 -1.60822 -0.83040 1.15274
H3 1.22899 0.53246 -1.62217

y:
Formula: CH3N2O2
Source: the Open Molecules 2025 dataset
Level of theory: ωB97M-V/def2-TZVPD

Results
**HOMO**: -17.17 eV
**Total charge**: +1
**Gap between HOMO and LUMO**: 10.250 eV
**Molar mass**: 75.05 g/mol

Geometry (Å):
N1 -0.23239 -0.40341 0.24396
C1 0.70252 0.23947 -0.34646
N2 2.22098 0.04624 -0.04545
O1 2.74539 1.03201 0.23620
O2 2.60800 -1.09325 -0.07190
H1 -1.18774 0.00796 0.05441
H2 -0.11702 -1.39337 0.76876
H3 0.47899 1.12945 -1.00611

What should be chosen as the most stable of them? Choose x.

w:
Formula: C2H2S2
Source: the Open Molecules 2025 dataset
Level of theory: ωB97M-V/def2-TZVPD

Results
**HOMO**: -7.90 eV
**Gap between HOMO and LUMO**: 7.888 eV
**Molar mass**: 90.17 g/mol

Geometry (Å):
C1 0.46505 -0.06137 -0.92796
C2 -0.70442 -0.74512 0.26771
S1 -0.76237 -2.20127 -0.57682
S2 -0.02677 -1.13212 -2.11983
H1 0.89701 0.95280 -1.05650
H2 -0.62825 -0.75930 1.47237

x:
Formula: C2H2S2
Source: the Open Molecules 2025 dataset
Level of theory: ωB97M-V/def2-TZVPD

Results
**HOMO (spin up / spin down)**: -8.08 / -8.08 eV
**Gap between HOMO and LUMO (spin up / spin down)**: 6.162 / 6.164 eV
**Molar mass**: 90.17 g/mol

Geometry (Å):
C1 1.00137 -0.13308 -0.22930
C2 -0.27420 -0.15777 0.12307
S1 2.53154 -0.01768 -0.47754
S2 -1.88561 1.14385 -0.54420
H1 -1.04222 -0.92071 -0.08035
H2 -0.33088 0.08538 1.20831

What should be chosen as the most stable of them? Choose x.